[1]
Molecular formula: C30H43Cl2GeN2O3PPdSSe
Method: DFT, ωB97M-V/def2-TZVPD

```
85
Properties=species:S:1:pos:R:3:forces:R:3
Pd -0.781723 2.085520 -0.106597 1.1 -0.2 0.0
O -1.854665 3.563145 1.540452 -0.2 0.3 0.0
S -2.964209 3.599879 0.592113 0.2 0.2 0.6
O -3.544254 4.873207 0.354580 -0.4 -0.2 -0.4
O -2.513526 2.858691 -0.690093 -0.5 0.5 -0.1
C -4.128575 2.436804 1.216706 0.1 -0.1 0.0
C -5.334924 2.854460 1.739625 0.1 0.0 -0.1
C -6.167802 1.922613 2.347576 0.0 -0.1 0.0
C -5.772049 0.599535 2.443567 -0.1 0.0 0.0
C -4.555656 0.188687 1.911967 0.1 0.0 0.0
C -3.718735 1.099429 1.272242 -0.1 -0.1 0.1
P -2.206511 0.457196 0.468334 -0.4 -0.2 -0.1
C -1.734700 -0.923420 1.534040 0.2 0.1 -0.1
C -1.248737 -0.642135 2.808960 0.0 -0.2 0.0
C -0.883285 -1.679041 3.653997 0.0 0.0 0.0
C -1.024583 -2.997992 3.235209 0.0 0.0 0.0
C -1.545620 -3.279930 1.979737 -0.1 0.0 0.0
C -1.895117 -2.243731 1.121818 -0.1 0.0 0.0
C -2.714955 -0.283535 -1.106495 -0.1 0.0 0.1
C -1.775545 -0.389556 -2.130541 0.0 0.0 0.0
C -2.132094 -0.952992 -3.346206 0.0 0.0 0.0
C -3.424901 -1.418882 -3.541059 0.0 0.0 0.0
C -4.361366 -1.324657 -2.520963 0.0 0.0 0.0
C -4.012450 -0.754870 -1.305856 0.0 0.1 0.0
H -5.605552 3.899883 1.671369 0.0 0.0 0.0
H -7.117514 2.236893 2.758298 0.0 0.0 0.0
H -6.410302 -0.120995 2.936836 0.0 0.0 0.0
H -4.260559 -0.849390 2.002036 0.0 0.0 0.0
H -1.194040 0.383500 3.145311 0.0 0.0 0.0
H -0.517725 -1.462407 4.649293 0.0 0.0 0.0
H -0.763299 -3.805631 3.906727 0.0 0.0 0.0
H -1.706531 -4.307739 1.678200 0.0 0.0 0.0
H -2.326896 -2.455907 0.152014 0.0 0.0 0.0
H -0.765182 -0.032248 -1.966517 0.0 0.0 0.0
H -1.407633 -1.009812 -4.148760 0.0 0.0 0.0
H -3.708445 -1.845290 -4.494188 0.0 0.0 0.0
H -5.371017 -1.680363 -2.675702 0.0 0.0 0.0
H -4.755051 -0.660604 -0.524850 0.0 0.0 0.0
Cl -0.055524 5.221710 -1.184995 0.0 0.0 0.0
C -0.265003 4.617848 -2.832071 0.0 0.1 0.3
Cl -0.181921 2.837726 -2.836061 0.0 -0.1 -0.2
H 0.535042 4.998138 -3.454651 0.0 0.0 0.0
H -1.241726 4.915723 -3.192697 0.0 -0.1 0.0
C 3.367927 2.098372 -1.939076 0.0 0.0 0.0
Ge 4.261541 2.046473 -0.204450 0.0 -0.1 0.1
C 5.697386 0.722169 -0.207265 0.0 0.0 0.0
C 4.874543 3.792880 0.376024 0.0 0.0 0.0
C 2.975888 1.395308 1.178587 0.0 0.0 0.0
Se 1.313345 2.391740 1.181872 -0.2 -0.2 0.0
C 0.788675 2.132244 3.028707 0.1 0.1 0.0
H 3.690649 2.983061 -2.487686 0.0 0.0 0.0
H 2.285682 2.142786 -1.829361 0.0 0.0 0.0
H 3.622519 1.223927 -2.538708 0.0 0.0 0.0
H 6.454076 0.988358 -0.944964 0.0 0.0 0.0
H 5.316883 -0.269796 -0.461182 0.0 0.0 0.0
H 6.174249 0.669508 0.771268 0.0 0.0 0.0
H 5.483196 4.250916 -0.402852 0.0 0.0 0.0
H 5.478624 3.700045 1.278133 0.0 0.0 0.0
H 4.031794 4.452599 0.583620 0.0 0.0 0.0
H 3.416293 1.603762 2.155562 0.0 0.0 0.0
H 2.788216 0.328287 1.116056 -0.1 -0.1 0.0
H 1.496718 2.661470 3.661810 0.0 0.0 0.0
H 0.789741 1.071432 3.257684 0.0 0.0 0.0
H -0.201563 2.569978 3.131397 0.0 0.0 0.0
C 2.142726 -3.704798 0.462047 -0.1 0.0 0.0
C 1.532320 -2.287088 0.415678 0.1 0.0 0.0
N 1.347795 -1.856430 -0.971237 -0.1 -0.1 0.1
C 0.622813 -2.894836 -1.703264 0.0 0.1 0.0
C 1.506758 -4.154084 -1.863276 0.0 0.0 0.0
N 2.665377 -3.995978 -0.918155 0.0 0.0 0.0
C 3.559305 -2.874490 -1.374958 0.0 0.1 0.0
C 2.650509 -1.642195 -1.594246 0.0 0.0 0.0
H 1.398650 -4.467781 0.687135 0.0 0.0 0.0
H 2.967745 -3.795222 1.165933 0.0 0.0 0.0
H 2.192776 -1.579993 0.912224 0.0 0.0 0.0
H 0.580500 -2.274179 0.940344 0.0 0.0 0.0
H 0.341733 -2.518183 -2.685764 0.0 0.0 0.0
H -0.298356 -3.118297 -1.163025 0.1 0.0 0.0
H 1.920230 -4.252578 -2.865631 0.0 0.0 0.0
H 0.990893 -5.076477 -1.604497 0.0 0.0 0.0
H 3.201666 -4.861464 -0.900200 0.0 0.0 0.0
H 4.067397 -3.197682 -2.281342 0.0 0.0 0.0
H 4.299731 -2.719618 -0.591200 0.0 0.0 0.0
H 2.500309 -1.461901 -2.658835 0.0 0.0 0.0
H 3.117568 -0.751676 -1.175603 0.0 0.0 0.0
```
Positions in Å, forces in eV/Å.

As for the spin multiplicity: 1. For the LUMO energy (alpha / beta), the calculation gives -0.23716 / -0.23711 hartree. The relative energy (zero: lowest compared OMol25 entry of this formula, charge and spin) comes out at 98.60 kJ/mol. The value obtained for the HOMO energy (alpha / beta) is -13.64 / -13.64 eV. The gap between HOMO and LUMO (alpha / beta) comes out at 0.2642 / 0.2642 Ha. The total charge is +2.



[2]
Molecular formula: C23H30MnN6O2S4
Method: DFT, ωB97M-V/def2-TZVPD

```
66
Properties=species:S:1:pos:R:3:forces:R:3
Mn -0.670706 0.484901 0.439086 0.4 0.0 0.6
C 2.413567 3.352930 4.232994 0.0 0.0 0.0
C 3.336306 2.182173 3.893857 0.0 0.0 0.0
S 2.603596 0.716106 3.128207 0.0 0.0 0.0
C 1.243971 0.297644 4.240932 0.0 0.0 0.0
C -0.013553 1.166213 4.098631 0.0 -0.1 0.0
S -0.104589 1.941846 2.465086 0.0 -0.1 -0.1
C -1.107826 3.413663 2.805509 -0.1 -0.1 -0.1
C -0.145479 4.392655 3.475186 0.0 0.1 0.0
S 1.503904 3.999435 2.801242 0.1 0.1 0.0
H 3.016256 4.180167 4.613309 0.0 0.0 0.0
H 1.696694 3.089238 5.007535 0.0 0.0 0.0
H 3.836789 1.888721 4.817914 0.0 0.0 0.0
H 4.116856 2.492066 3.197658 0.0 0.0 0.0
H 1.586519 0.312141 5.275943 0.0 0.0 0.0
H 1.000630 -0.735746 3.997474 0.0 0.0 0.0
H -0.048989 1.975037 4.825703 0.0 0.0 0.0
H -0.922463 0.573867 4.219798 0.0 0.0 0.0
H -1.983468 3.168909 3.405490 0.0 0.0 0.0
H -1.439921 3.751739 1.823752 0.0 0.0 0.0
H -0.110430 4.282057 4.556852 0.0 0.0 0.0
H -0.385753 5.429666 3.247879 0.0 0.0 0.0
C 2.722573 1.560280 -1.910390 0.0 0.0 0.0
C 1.475084 1.493112 -1.111104 0.0 0.0 0.0
N 1.163015 0.516525 -0.320052 -0.1 0.0 0.0
O 2.024374 -0.555221 -0.317896 0.0 0.0 0.0
C 0.424830 2.523537 -1.164582 0.0 0.0 -0.1
C 0.501630 3.869760 -1.794955 0.0 0.0 0.0
N -0.600741 2.056578 -0.537011 -0.1 0.0 0.2
O -1.720796 2.509475 -0.135797 0.0 0.1 -0.2
H 3.457877 0.841768 -1.563732 0.0 0.0 0.0
H 3.140931 2.565918 -1.876334 0.0 0.0 0.0
H 2.482684 1.338756 -2.954281 0.0 0.0 0.0
H 1.850108 -1.020852 0.511944 0.0 0.0 0.0
H 1.263718 3.895386 -2.570617 0.0 0.0 0.0
H 0.741422 4.638502 -1.056693 0.0 0.0 0.0
H -0.459222 4.125865 -2.239945 0.0 0.0 0.0
S -1.336810 -0.983572 1.957251 0.0 -0.1 -0.1
C -1.654387 -2.307477 0.839138 0.0 0.1 0.1
N -2.175280 -3.417138 1.328644 0.0 0.0 0.0
N -2.412561 -4.466279 0.644455 0.0 -0.1 -0.1
C -2.069723 -4.757455 -0.728073 0.0 -0.1 0.0
C -0.742310 -4.999048 -1.048947 0.0 -0.1 0.0
C -0.420791 -5.318011 -2.357185 0.0 0.0 0.0
C -1.419616 -5.393918 -3.322063 0.0 0.0 0.0
C -2.742335 -5.158791 -2.980262 0.0 0.0 0.0
C -3.077308 -4.840142 -1.670736 0.0 0.0 0.0
N -1.446153 -2.122142 -0.474874 0.0 0.2 0.0
N -1.093209 -0.955808 -0.822606 0.0 0.2 -0.2
C -0.842322 -0.803358 -2.229263 0.0 0.0 0.0
C -1.388546 0.289295 -2.889254 0.0 0.0 0.0
C -1.143840 0.451335 -4.244689 0.0 0.0 0.0
C -0.354926 -0.467096 -4.924958 0.0 0.0 0.0
C 0.178973 -1.560237 -4.254652 0.0 0.0 0.0
C -0.064813 -1.736325 -2.901784 0.0 0.0 0.0
H -2.848948 -5.202377 1.185397 0.0 0.0 0.0
H 0.020448 -4.954083 -0.281313 0.0 0.0 0.0
H 0.606649 -5.529581 -2.621670 0.0 0.0 0.0
H -1.164911 -5.654460 -4.340516 0.0 0.0 0.0
H -3.519462 -5.230164 -3.728783 0.0 0.0 0.0
H -4.105792 -4.653455 -1.389681 0.0 0.0 0.0
H -2.038774 0.977113 -2.361350 0.0 0.0 0.0
H -1.587133 1.284286 -4.773913 0.0 0.0 0.0
H -0.167634 -0.338826 -5.982563 0.0 0.0 0.0
H 0.784605 -2.280454 -4.788311 0.0 0.0 0.0
H 0.337509 -2.586630 -2.366002 0.0 0.0 0.0
```
Positions in Å, forces in eV/Å.

As for the spin multiplicity: 4. For the LUMO energy (alpha / beta), the calculation gives -0.23800 / -0.31485 hartree. The relative energy (zero: lowest compared OMol25 entry of this formula, charge and spin) comes out at 6.28 kJ/mol. The value obtained for the HOMO energy (alpha / beta) is -13.15 / -13.32 eV. The gap between HOMO and LUMO (alpha / beta) comes out at 0.2454 / 0.1745 Ha. The total charge is +2.



[3]
Molecular formula: C4H6ClF
Method: DFT, ωB97M-V/def2-TZVPD

```
12
Properties=species:S:1:pos:R:3:forces:R:3
F 0.569102 1.191875 1.685672 -0.1 -1.2 -0.5
C -0.076580 -0.071416 1.508208 -2.6 1.9 2.2
C -1.136126 0.075875 0.426062 1.8 -0.1 1.6
C -1.389819 -1.135882 -0.381899 0.1 0.3 -1.0
C -0.523394 -0.005969 -0.919058 -1.2 0.1 0.1
Cl 1.158290 -0.059463 -1.232652 1.2 -0.4 0.1
H 0.583705 -0.843280 1.244813 1.3 -0.7 -0.1
H -0.547962 -0.242335 2.535726 0.6 -0.2 -1.4
H -1.927141 0.723335 0.695461 -0.6 0.9 -0.2
H -2.332413 -1.218473 -0.929154 0.3 -0.3 0.5
H -0.922088 -2.013505 0.037695 0.0 -0.3 -0.6
H -0.911434 0.702610 -1.600374 -0.9 0.0 -0.9
```
Positions in Å, forces in eV/Å.

The SMILES is FC[C@@H]1C[C@@H]1Cl. As for the spin multiplicity: 1. For the LUMO energy, the calculation gives 0.03590 hartree. The relative energy (zero: lowest compared OMol25 entry of this formula, charge and spin) comes out at 88.30 kJ/mol. The value obtained for the HOMO energy is -10.05 eV. The gap between HOMO and LUMO comes out at 0.4051 Ha. The total charge is 0.



Q: What is the formula in the first record?
A: C30H43Cl2GeN2O3PPdSSe



What did the third record say?
Molecular formula: C4H6ClF
Method: DFT, ωB97M-V/def2-TZVPD

```
12
Properties=species:S:1:pos:R:3:forces:R:3
F 0.569102 1.191875 1.685672 -0.1 -1.2 -0.5
C -0.076580 -0.071416 1.508208 -2.6 1.9 2.2
C -1.136126 0.075875 0.426062 1.8 -0.1 1.6
C -1.389819 -1.135882 -0.381899 0.1 0.3 -1.0
C -0.523394 -0.005969 -0.919058 -1.2 0.1 0.1
Cl 1.158290 -0.059463 -1.232652 1.2 -0.4 0.1
H 0.583705 -0.843280 1.244813 1.3 -0.7 -0.1
H -0.547962 -0.242335 2.535726 0.6 -0.2 -1.4
H -1.927141 0.723335 0.695461 -0.6 0.9 -0.2
H -2.332413 -1.218473 -0.929154 0.3 -0.3 0.5
H -0.922088 -2.013505 0.037695 0.0 -0.3 -0.6
H -0.911434 0.702610 -1.600374 -0.9 0.0 -0.9
```
Positions in Å, forces in eV/Å.

The SMILES is FC[C@@H]1C[C@@H]1Cl. As for the spin multiplicity: 1. For the LUMO energy, the calculation gives 0.03590 hartree. The relative energy (zero: lowest compared OMol25 entry of this formula, charge and spin) comes out at 88.30 kJ/mol. The value obtained for the HOMO energy is -10.05 eV. The gap between HOMO and LUMO comes out at 0.4051 Ha. The total charge is 0.